P) This record from the Open Molecules 2025 dataset describes a molecular structure, C2H5N2S3. The level of theory is ωB97M-V with the def2-TZVPD basis set.

Results
multiplicity = 1
highest occupied orbital energy (alpha / beta) = -12.207 / -12.204 eV
total charge = +1

The geometry in XYZ format:
```
12
C2H5N2S3, DFT ωB97M-V with the def2-TZVPD basis set
C 2.754 -1.136 0.108
C -1.302 0.084 0.742
N 3.223 -2.189 0.196
N -0.759 -0.003 -0.526
S 2.088 0.303 0.321
S -2.600 1.055 1.108
S -3.180 0.799 2.940
H -0.852 -0.669 1.466
H 3.459 -3.124 -0.195
H -0.702 -1.068 -0.808
H 0.550 0.277 -0.492
H -1.306 0.679 -1.126
```

Atom charges from the Löwdin analysis, given in e for atoms 1 to 8:
1 C -0.68
2 C -0.63
3 N 0.23
4 N -0.07
5 S 0.84
6 S 0.49
7 S 0.17
8 H 0.12

Q) This record from the Open Molecules 2025 dataset describes a molecular structure, C2H5N2S3. The level of theory is ωB97M-V with the def2-TZVPD basis set.

Results
multiplicity = 1
highest occupied orbital energy = -13.470 eV
total charge = +1

The geometry in XYZ format:
```
12
C2H5N2S3, DFT ωB97M-V with the def2-TZVPD basis set
C 1.186 1.161 -0.282
C -0.239 -0.964 -0.112
N 0.646 -0.384 0.794
N 1.117 0.688 -1.473
S 0.486 -0.876 -1.812
S -1.916 -0.200 -0.335
S 0.119 -0.147 2.356
H 1.625 2.079 0.129
H -0.513 -1.863 0.394
H 1.412 1.331 -2.259
H -2.678 -0.972 0.344
H -1.245 0.148 2.256
```

Atom charges from the Löwdin analysis, given in e for atoms 1 to 8:
1 C 0.09
2 C -0.99
3 N -0.52
4 N -0.29
5 S 1.00
6 S 0.73
7 S 0.83
8 H 0.14

The calculated energies rank the structures as follows, beginning with the most stable: P), Q).

P) This record from the Open Molecules 2025 dataset describes C4H6N2O2 in the gas phase. The level of theory is ωB97M-V with the def2-TZVPD basis set.

Results
multiplicity = 1
highest occupied orbital energy = -8.919 eV
SMILES string = OCc1cn[nH]c1O

The geometry in XYZ format:
```
14
C4H6N2O2, DFT ωB97M-V with the def2-TZVPD basis set
O 2.746 -0.252 -0.353
C 1.732 0.402 0.415
C 0.338 -0.209 0.130
C -0.245 -1.484 0.095
N -1.579 -1.474 -0.033
N -1.865 -0.095 -0.067
C -0.749 0.620 0.064
O -0.950 1.952 -0.124
H 2.327 -0.587 -1.216
H 1.966 0.145 1.477
H 1.633 1.568 0.376
H 0.228 -2.443 0.122
H -2.796 0.384 -0.243
H -0.074 2.335 -0.220
```

Atom charges from the Löwdin analysis, given in e for atoms 1 to 8:
1 O -0.09
2 C -0.20
3 C -0.16
4 C -0.13
5 N 0.04
6 N 0.04
7 C -0.37
8 O 0.09

Q) This record from the Open Molecules 2025 dataset describes C4H6N2O2 in the gas phase. The level of theory is ωB97M-V with the def2-TZVPD basis set.

Results
multiplicity = 1
highest occupied orbital energy (alpha / beta) = -8.614 / -8.614 eV
SMILES string = C/C(C#N)=C\N(O)O

The geometry in XYZ format:
```
14
C4H6N2O2, DFT ωB97M-V with the def2-TZVPD basis set
C -0.513 1.459 0.239
C -0.813 0.052 -0.027
C -2.597 -0.328 -0.351
N -3.601 0.234 -0.515
C -0.334 -1.039 -0.476
N 1.383 -1.065 -0.199
O 1.813 -1.767 0.888
O 2.127 0.098 -0.313
H 0.445 1.590 0.753
H -0.502 2.020 -0.699
H -1.269 1.918 0.883
H -0.606 -2.073 -0.583
H 1.947 -1.112 1.599
H 2.518 0.015 -1.199
```

Atom charges from the Löwdin analysis, given in e for atoms 1 to 8:
1 C -0.06
2 C -0.19
3 C -0.14
4 N 0.07
5 C 0.05
6 N -0.27
7 O -0.02
8 O -0.04

The calculated energies rank the structures as follows, beginning with the most stable: P), Q).

P) This record from the Open Molecules 2025 dataset describes C4H6N2O2 in the gas phase. The level of theory is ωB97M-V with the def2-TZVPD basis set.

Results
multiplicity = 1
highest occupied orbital energy = -9.720 eV
SMILES string = [H]/N=C(\C)NC(=O)C=O

The geometry in XYZ format:
```
14
C4H6N2O2, DFT ωB97M-V with the def2-TZVPD basis set
H 2.084 2.207 -0.498
N 1.709 1.520 0.169
C 0.759 0.827 -0.320
C 0.097 1.095 -1.637
N 0.354 -0.353 0.536
C -0.862 -0.919 0.472
O -1.729 -0.934 -0.368
C -0.978 -1.987 1.756
O -0.273 -1.888 2.737
H 0.620 1.888 -2.183
H 0.103 0.188 -2.247
H -0.937 1.409 -1.476
H 0.828 -0.307 1.432
H -1.775 -2.744 1.627
```

Atom charges from the Löwdin analysis, given in e for atoms 1 to 8:
1 H 0.06
2 N 0.12
3 C -0.37
4 C -0.03
5 N 0.14
6 C -0.43
7 O 0.07
8 C -0.11

Q) This record from the Open Molecules 2025 dataset describes C4H6N2O2 in the gas phase. The level of theory is ωB97M-V with the def2-TZVPD basis set.

Results
multiplicity = 1
highest occupied orbital energy = -8.599 eV
SMILES string = [H]/N=C1/OCC=CN1O

The geometry in XYZ format:
```
14
C4H6N2O2, DFT ωB97M-V with the def2-TZVPD basis set
H 0.140 2.516 -1.914
N -0.737 1.990 -1.504
C -0.392 1.024 -0.597
O -1.316 0.748 0.511
C -1.245 -0.784 0.403
C -0.100 -1.405 1.011
C 0.918 -0.795 0.430
N 0.809 0.258 -0.330
O 1.880 0.849 -0.605
H -2.106 -1.057 0.966
H -1.532 -1.099 -0.714
H 0.092 -2.490 1.553
H 1.837 -1.216 0.708
H 1.753 1.461 0.083
```

Atom charges from the Löwdin analysis, given in e for atoms 1 to 8:
1 H 0.08
2 N 0.12
3 C -0.31
4 O -0.04
5 C -0.21
6 C -0.09
7 C -0.15
8 N -0.20

R) This record from the Open Molecules 2025 dataset describes C4H6N2O2 in the gas phase. The level of theory is ωB97M-V with the def2-TZVPD basis set.

Results
multiplicity = 1
highest occupied orbital energy = -10.565 eV
SMILES string = C[C@H](O)c1ncon1

The geometry in XYZ format:
```
14
C4H6N2O2, DFT ωB97M-V with the def2-TZVPD basis set
C 1.145 -0.453 -1.542
C 0.840 0.602 -0.344
O 1.891 0.730 0.585
C -0.411 0.063 0.354
N -1.398 -0.853 0.047
C -2.290 -0.692 0.996
O -1.890 0.266 1.864
N -0.669 0.736 1.468
H 0.586 -0.064 -2.340
H 0.747 -1.387 -1.096
H 2.212 -0.503 -1.731
H 0.691 1.573 -0.838
H 1.633 1.291 1.334
H -3.087 -1.309 1.245
```

Atom charges from the Löwdin analysis, given in e for atoms 1 to 8:
1 C -0.01
2 C -0.34
3 O -0.04
4 C -0.29
5 N 0.15
6 C -0.12
7 O -0.01
8 N 0.12

The calculated energies rank the structures as follows, beginning with the most stable: P), R), Q).